A 2-piece molecular cluster, C9H15NSi overall at a distorted geometry. Source: the OMol25 dataset; level of theory: ωB97M-V with the def2-TZVPD basis set.

Atoms and positions in Å:
Si: 0.6567 0.4937 0.5071
N: 0.0605 0.4113 2.0887
C: -1.9838 1.2339 -0.8253
C: 2.7986 -1.1432 0.2010
C: -1.9909 2.6764 -1.1410
C: 1.5772 -3.5680 0.3064
C: 3.5899 -2.3044 0.2055
C: 2.9748 -3.4892 0.1161
C: -3.5683 3.2597 -1.0624
C: 1.3901 -1.1406 0.2562
C: 0.7907 -2.4242 0.4605
H: 0.2245 -0.4069 2.6403
H: 4.6555 -2.1755 0.0622
H: -3.8662 3.8194 -1.9111
H: 1.5077 1.6183 0.3453
H: -1.7239 2.7466 -2.2611
H: -0.8044 0.9790 2.1276
H: -4.1542 2.3439 -0.9046
H: -2.4802 0.9753 0.0639
H: 3.2677 -0.1910 0.1331
H: -1.4189 3.2023 -0.3168
H: -3.6962 3.8942 -0.1600
H: -0.2301 -2.5344 0.7194
H: -2.0895 0.6279 -1.6679
H: 3.4635 -4.3748 -0.2508
H: 1.0492 -4.5298 0.2676

Cartesian forces (eV/Å) of the 2 atoms listed first:
-3.119 -0.145 -0.923
-0.974 1.549 -0.422

Summary:
Net charge ... 0
LUMO energy (spin up / spin down) ... 0.211 / 0.275 eV
Maximum force ... 3.26 eV/Å
Relative energy (zero: lowest compared OMol25 entry of this formula, charge and spin) ... 418.6 kJ/mol